Record 1
Computed, not measured: a structure of composition C27H37N7O5PPd, with ωB97M-V with the def2-TZVPD basis set.

Its charge is +1. As for the relative energy (zero: lowest compared OMol25 entry of this formula, charge and spin): 208.1 kJ/mol. As for the HOMO-LUMO gap (spin up / spin down): 7.38 / 6.09 eV. The LUMO energy (spin up / spin down) comes out at -0.1140 / -0.1603 Eh. As for the max |F|: 1.099 eV/A. Its spin multiplicity is 3. The highest occupied orbital energy (spin up / spin down) comes out at -10.49 / -10.45 eV.

Geometry (Å):
P -2.4054 -0.7859 -0.9881
N -2.0372 1.6290 3.5290
H -2.4953 5.1122 1.1319
H 1.6759 1.4279 1.8724
C 2.1915 3.5191 -3.7107
H -1.1848 -4.9001 -2.7175
H 1.0273 -4.3014 -3.2123
O -0.2580 -4.7727 -0.8601
H -4.3244 0.0374 -2.1331
H 3.0800 3.6724 -3.1017
C 2.2699 0.6331 3.7652
N -1.3253 2.2500 1.3830
H -3.3351 -1.0026 -3.1649
C 3.0151 -2.2913 -1.3574
C 0.9084 3.6939 -2.8779
H 1.0845 4.1003 -1.8852
C 1.2582 -1.8111 2.8392
N 4.7384 1.7711 3.1087
C 2.5019 -2.9419 -2.4662
Pd 0.3285 1.2393 -0.5667
H 2.7032 1.5642 4.1088
H 0.1267 -4.4383 1.1563
H -2.0864 -3.1833 -0.7013
H -4.6346 2.9632 3.5490
N 0.6747 -3.5901 1.2391
C 0.8011 -3.9545 -1.1082
C 2.4112 -2.4517 -0.1216
O 0.5480 -0.7041 0.8724
H -1.2476 1.0000 3.5821
H -2.2440 -0.5700 1.3704
H -4.4308 -1.7375 -1.9677
H 1.8634 -2.5712 4.7634
H -3.7085 -1.5088 0.9403
C -2.7923 4.0637 1.0688
H 2.8407 -1.9724 0.7436
C 2.2989 -0.5015 4.6098
C 3.2497 1.4656 0.0074
C 4.5043 1.6844 1.9789
O -1.5567 0.4015 -1.3369
N 2.3302 1.3769 -0.7392
C -3.0889 -0.6501 0.6843
N -2.9587 3.4484 2.3676
H -1.1324 -2.5106 -2.0515
C 1.2966 -3.2689 0.0106
H 2.2141 4.2310 -4.5339
C 2.1174 2.0652 -4.2213
C -2.0957 2.4245 2.4584
H 2.8012 1.4310 -3.6585
C 1.7910 -1.6767 4.1548
N 4.2794 1.5664 0.6956
H 2.3433 1.9779 -5.2822
H 2.7651 -0.4368 5.5825
C -3.9682 3.8040 3.3429
C -1.6565 3.2212 0.4917
C -3.7669 -0.8981 -2.1697
H -0.0021 1.9647 -4.7146
C 0.6780 1.6647 -3.9085
O -1.1211 3.3828 -0.5883
H 0.1873 4.3304 -3.3996
C -0.7662 -5.5431 -1.9401
H 3.8939 -1.6673 -1.4451
C 1.4012 -3.7793 -2.3434
C 1.7002 0.5694 2.5259
O 0.3469 2.3895 -2.7285
C 1.1335 -0.6372 1.9978
H -1.5514 -6.1653 -1.5208
H 0.0053 -6.1821 -2.3732
H -0.6199 -2.1981 -0.3826
H 2.9662 -2.8164 -3.4350
H -4.5638 4.6203 2.9445
H -3.6981 4.0006 0.4619
H -3.6824 0.2626 0.7477
H -3.5173 4.1356 4.2808
H -2.4880 1.9038 4.3844
C 0.8073 -3.0786 2.4513
H 0.5234 -3.7656 3.2432
C -1.4839 -2.3383 -1.0332
H 0.5452 0.6039 -3.6985

Record 2
Computed, not measured: a structure of composition C8H13N2S, with ωB97M-V with the def2-TZVPD basis set.

Its charge is +1. As for the relative energy (zero: lowest compared OMol25 entry of this formula, charge and spin): 195.5 kJ/mol. As for the HOMO-LUMO gap: 9.12 eV. The LUMO energy comes out at -0.1466 Eh. As for the max |F|: 2.263 eV/A. The highest occupied orbital energy comes out at -13.11 eV.

Geometry (Å):
S -0.6644 -1.5200 -0.7027
H -3.4847 0.8716 -1.1880
H 1.7791 -2.2879 1.3624
H 3.9116 1.0168 0.0156
C -3.1627 1.1665 -0.1908
C 1.8200 1.3198 -0.4402
H 3.3830 0.1770 -1.4287
H -2.5565 0.1703 1.5395
N -2.8278 -0.0061 0.5823
H -3.1126 -1.4025 -0.8840
H -3.9783 1.6942 0.3039
C 0.6847 0.3899 -0.4950
H -0.0358 -0.4170 1.4219
C -2.5903 -1.2041 0.0464
N -0.1393 0.1349 -1.4364
H 1.8335 1.9908 -1.2950
H 1.7684 1.9079 0.4790
C 0.5397 -0.6758 0.5341
H 3.8789 -1.3591 0.5594
C 1.8142 -1.3643 0.8044
H -2.3130 1.8441 -0.2774
C 3.0905 0.4343 -0.4062
C 2.9536 -0.8408 0.3589
H -2.5918 -2.0403 0.7365

Record 3
Computed, not measured: an isolated molecule of C5H10N2O, with ωB97M-V with the def2-TZVPD basis set.

As for the relative energy (zero: lowest compared OMol25 entry of this formula, charge and spin): 180.4 kJ/mol. As for the HOMO-LUMO gap: 8.63 eV. The LUMO energy comes out at 0.0274 Eh. As for the max |F|: 2.243 eV/A. The highest occupied orbital energy comes out at -7.88 eV.

Geometry (Å):
H -0.3163 -2.1067 -0.3655
N -1.3415 0.3981 -1.7186
H 0.9193 -2.0380 0.9180
H 1.1831 1.4913 1.3050
C 0.1397 -0.1236 0.3533
H -1.8315 -0.6602 1.0691
C -0.9777 -0.0644 1.3879
H 1.3319 -1.5697 -0.7282
C -0.2089 0.6695 -0.9083
H -2.0444 -0.1917 -1.2887
C 0.6311 1.6676 -1.0886
N 1.3946 0.6097 0.8535
C 0.5407 -1.5555 0.0193
H -1.0732 -0.0500 -2.5902
O 1.3043 2.5700 -1.4419
H 2.2642 0.4449 0.3579
H -0.6003 -0.4509 2.3322
H -1.3153 0.9596 1.5340

Record 4
Computed, not measured: a cluster of 2 separate species, C3H7NO4 in total, with ωB97M-V with the def2-TZVPD basis set.

As for the relative energy (zero: lowest compared OMol25 entry of this formula, charge and spin): 55.6 kJ/mol. As for the HOMO-LUMO gap: 11.03 eV. The LUMO energy comes out at 0.0118 Eh. As for the max |F|: 1.331 eV/A. The highest occupied orbital energy comes out at -10.71 eV.

Geometry (Å):
C -0.8320 -0.3284 -1.1959
H -0.3510 1.6642 -0.2580
C -0.5570 1.1346 -1.1951
N 0.2356 -1.1728 -0.8378
H -1.4015 1.6682 -1.6113
H -1.0674 0.9393 2.9736
H 0.0540 -2.1644 -0.8681
O 1.4485 -2.0000 0.8452
O 1.6954 0.1917 0.3614
C 1.1740 -0.8621 0.1270
O -1.8567 -0.8177 -1.5976
H -0.3638 0.8967 1.6674
O -0.9297 1.4815 2.1865
H 2.3808 -1.9988 1.0983
H 0.3710 1.3680 -1.6958

Record 5
Computed, not measured: a structure of composition C5H6N2, with ωB97M-V with the def2-TZVPD basis set.

As for the relative energy (zero: lowest compared OMol25 entry of this formula, charge and spin): 709.0 kJ/mol. As for the HOMO-LUMO gap (spin up / spin down): 7.95 / 7.34 eV. The LUMO energy (spin up / spin down) comes out at -0.0068 / -0.0252 Eh. As for the max |F|: 4.088 eV/A. The highest occupied orbital energy (spin up / spin down) comes out at -8.13 / -8.02 eV.

Geometry (Å):
N 1.1521 1.4220 0.8819
H 1.1106 -1.5829 1.0095
H 1.1254 2.4142 0.6284
C -0.1483 1.0570 -1.1187
N -0.6152 -0.7961 1.8417
C -0.1829 -0.4157 -1.3600
H 0.4290 1.6129 -1.8542
H -1.1450 1.4669 -0.9694
H -0.4215 -2.4806 -0.9583
C 0.0935 -1.2198 0.8236
H -1.6030 -0.6971 1.5847
C -0.3608 -1.4644 -0.5824
C 0.5660 0.6836 0.0733

Record 6
Computed, not measured: a structure of composition C21H53FInN4S, with ωB97M-V with the def2-TZVPD basis set.

Its charge is -1. As for the relative energy (zero: lowest compared OMol25 entry of this formula, charge and spin): 187.0 kJ/mol. As for the HOMO-LUMO gap: 7.36 eV. The LUMO energy comes out at 0.0790 Eh. As for the max |F|: 4.785 eV/A. The highest occupied orbital energy comes out at -5.21 eV.

Geometry (Å):
C -3.3547 -0.3714 0.2150
H -3.0068 -5.4324 -0.4933
H 3.2266 4.6200 3.7914
H -4.0963 -0.2266 -0.5773
H 1.7500 5.6112 3.8311
H 0.5894 3.8312 5.1189
H -3.1451 -5.6335 3.8826
H -5.3523 -3.8672 2.2869
H 3.5966 5.1788 -2.4745
H 0.9203 -2.7959 -0.9710
H -1.5958 0.5063 -1.6209
H -6.9971 -5.2104 1.7662
H 1.0627 -0.6990 -0.7821
C 1.7694 2.6744 -2.7871
H 4.3629 4.6866 -3.9989
H 2.5409 0.5318 -4.3805
N -4.5186 -4.1334 1.6876
C 1.4461 3.5581 4.4908
C 0.3871 0.6652 4.0741
C -6.2455 -6.0574 1.4062
H -0.7710 -2.7889 -2.7187
C 2.4397 1.1390 -5.2856
C 1.9507 2.7351 2.1965
H -1.9216 -3.6037 -1.7041
C 2.3007 4.8145 4.3418
N 1.9403 3.3002 -4.0989
H 2.7193 0.7094 2.4476
In -2.7554 -7.7257 1.3509
C -0.0615 1.9624 3.4070
C -2.4844 -1.5958 -0.0581
H 2.7637 3.1041 -6.0154
H 1.4501 2.3958 1.2778
H 3.6584 6.2909 -3.8281
H 1.3823 5.2311 -3.4793
H 3.3309 3.3647 -1.4298
H 0.4984 0.9616 -0.6843
H 1.2750 1.7057 -2.9283
S -3.0823 -7.0547 3.7522
C -3.7944 -6.1417 0.0392
H 3.4494 1.8907 3.5538
C -1.1389 -2.8343 -1.6859
H -3.8935 -0.5055 1.1589
H -0.5147 1.7205 2.4373
H -1.7954 -1.7284 0.7838
C 3.0558 1.7440 2.5431
N 0.9454 3.0149 3.2225
C -4.8048 -5.3313 1.0722
C 2.8174 2.5984 -5.0436
H -2.7608 0.5430 0.3106
H 2.0340 5.1366 -5.0866
H 0.9563 0.0345 3.3907
H -0.2567 -3.2591 0.2754
H 3.1054 0.7062 -6.0397
H -3.5869 -9.2947 1.0726
C 0.1814 -0.0836 -0.5894
C 3.5269 5.2371 -3.5611
C -0.9407 -0.3723 -1.5800
H 2.4196 3.6826 1.9048
C 3.0191 2.4525 -1.9430
H 1.4125 1.0505 -5.6541
H 0.1869 -4.3877 -1.0007
H 3.8954 1.8690 1.8493
N -1.7693 -1.5543 -1.3392
H 1.0456 3.2554 -2.1970
H -0.1275 -0.2327 0.4501
H 2.5865 5.1852 5.3318
H 2.0198 2.8108 5.0506
H 3.8657 2.6390 -4.7264
H 2.8129 1.7070 -1.1661
H -3.1529 -2.4654 -0.0566
H -4.4624 -6.6461 -0.7817
H -0.8846 2.3809 4.0008
H 0.9825 0.8392 4.9734
H -0.4927 0.0873 4.3757
C 2.1728 4.7496 -4.0687
F -0.6968 -7.7326 0.8865
H -6.0958 -6.8412 2.2877
H -6.6359 -6.6247 0.4500
H -0.5112 -0.4273 -2.5910
C -0.0109 -3.3322 -0.7866
H 3.8625 2.0782 -2.5319

Number 1: calculated total energy -2279.55679 Eh. Number 2: calculated total energy -820.00424 Eh. Number 3: calculated total energy -381.21673 Eh. Number 4: calculated total energy -474.26507 Eh. Number 5: calculated total energy -303.36604 Eh. Number 6: calculated total energy -1739.09785 Eh.